This record from the OMol25 dataset describes C34H45BrClF9N4O5SSi2TeTi as an isolated structure. The level of theory is ωB97M-V/def2-TZVPD.

Each line ends with the Mulliken charge.
Positions of all 104 atoms, in Å:
1 Ti 0.55965 0.68984 -1.92943  -0.109
2 C 2.11028 -2.90490 0.22385  -1.917
3 C 1.75183 -1.81797 -0.74091  0.446
4 N 0.82452 -0.95891 -0.49769  0.215
5 O 0.14300 -1.10799 0.69705  0.320
6 C 2.40880 -1.66723 -2.02400  0.318
7 C 3.45717 -2.58567 -2.55983  -1.851
8 N 1.99778 -0.63029 -2.71081  1.744
9 O 2.46537 -0.37044 -3.87151  -0.969
10 H 1.93642 -2.56823 1.24478  0.297
11 H 3.15365 -3.18980 0.10453  0.550
12 H 1.48493 -3.78424 0.04755  0.286
13 H -0.43504 -0.30973 0.66697  -0.535
14 H 3.38670 -3.58069 -2.11998  0.458
15 H 4.46168 -2.19122 -2.37824  0.157
16 H 3.32863 -2.65824 -3.64057  0.394
17 Cl 7.61345 -0.93229 -1.15659  -0.303
18 C 6.03945 -0.16784 -0.98429  0.358
19 C 5.56742 0.67128 -1.98392  -0.958
20 C 4.32696 1.26363 -1.84986  -0.233
21 C 3.51398 1.04422 -0.72052  0.022
22 C 2.18088 1.61472 -0.59165  -0.844
23 C 4.03520 0.18643 0.26538  -0.097
24 C 5.27627 -0.41932 0.14059  -0.883
25 H 6.16150 0.83780 -2.87334  0.396
26 H 3.94377 1.87871 -2.65474  0.385
27 H 2.09686 2.64147 -0.95699  0.563
28 H 1.83048 1.56239 0.44044  0.366
29 H 3.43781 -0.00379 1.15187  0.478
30 H 5.65193 -1.07902 0.91339  0.407
31 C -0.84368 -0.88925 6.92827  -0.690
32 Si 0.62833 0.27265 6.82965  0.251
33 C 2.21358 -0.71648 6.99885  -1.008
34 C 0.52808 1.47169 8.28466  -1.029
35 C 0.62586 1.22342 5.22560  -0.951
36 Te 0.65042 -0.06068 3.47994  -0.036
37 C -1.48605 -0.14315 3.38633  -1.254
38 Si -2.31460 -1.74348 2.79451  0.454
39 C -3.83605 -1.92734 3.90044  -1.156
40 C -1.20392 -3.22423 3.10707  -0.759
41 C -2.88007 -1.67308 1.01408  -0.439
42 H -0.80336 -1.48263 7.84521  0.480
43 H -0.84821 -1.57739 6.08074  -0.093
44 H -1.78764 -0.33941 6.92662  0.297
45 H 2.20275 -1.30647 7.91866  0.315
46 H 3.08594 -0.05987 7.03171  0.305
47 H 2.33334 -1.39892 6.15616  0.304
48 H 0.54518 0.94657 9.24290  0.272
49 H -0.39177 2.05918 8.24054  0.283
50 H 1.36879 2.16903 8.26950  0.289
51 H 1.49070 1.88433 5.14074  0.538
52 H -0.26401 1.84652 5.11687  0.411
53 H -1.82152 0.70843 2.79121  0.690
54 H -1.80385 0.00542 4.42015  0.596
55 H -3.55629 -1.98247 4.95582  0.252
56 H -4.39372 -2.83271 3.64831  0.347
57 H -4.50878 -1.07558 3.77182  0.309
58 H -0.89005 -3.28557 4.15189  0.295
59 H -0.30967 -3.16632 2.48484  -0.002
60 H -1.73333 -4.14677 2.85216  0.341
61 H -3.93390 -1.95297 0.93836  0.519
62 H -2.30758 -2.34879 0.37815  0.209
63 H -2.78737 -0.67052 0.58807  -0.392
64 F 0.63240 5.06202 -3.71393  -0.267
65 C 0.97237 4.07939 -4.56980  0.351
66 F 0.84032 4.58895 -5.81296  -0.285
67 F 2.26852 3.83359 -4.38182  -0.196
68 C 0.11084 2.79526 -4.32550  1.206
69 O 0.54188 2.19703 -3.21659  -0.525
70 C 0.23002 1.85609 -5.57259  0.233
71 F 1.49717 1.77964 -6.00423  -0.278
72 F -0.51685 2.30048 -6.61607  -0.317
73 F -0.19025 0.63285 -5.27847  -0.013
74 C -1.38914 3.21848 -4.16905  0.343
75 F -2.20014 2.16976 -4.31658  -0.279
76 F -1.77273 4.15509 -5.06841  -0.331
77 F -1.60763 3.73282 -2.95540  -0.100
78 Br -4.34429 -5.01760 -5.29066  -0.303
79 C -2.85033 -3.90006 -4.81501  0.178
80 C -1.60077 -4.24162 -5.33104  -0.674
81 C -0.52444 -3.40646 -4.97695  -0.908
82 C -0.69071 -2.31731 -4.16169  -0.381
83 C -1.97559 -1.98610 -3.63361  0.556
84 C -3.07598 -2.82741 -3.99786  -1.273
85 C -2.16169 -0.88163 -2.78263  -0.251
86 O -3.41314 -0.64548 -2.34145  -0.613
87 O -1.24580 -0.09152 -2.36347  1.196
88 H -1.47501 -5.09976 -5.97442  0.381
89 H 0.46387 -3.62473 -5.36591  0.412
90 H 0.15697 -1.68982 -3.92996  0.724
91 H -4.06419 -2.60666 -3.62382  0.529
92 C -1.92189 4.73484 0.04448  -0.916
93 N -2.76894 3.60613 -0.25584  0.363
94 C -4.08140 3.67799 -0.66498  -0.356
95 C -4.45737 2.39868 -0.92210  -0.941
96 N -3.41414 1.54118 -0.67825  -0.334
97 C -2.39302 2.28877 -0.28082  -0.043
98 S -0.79429 1.80966 0.19958  -0.425
99 H -2.11195 5.11625 1.05090  0.286
100 H -2.09821 5.52612 -0.68466  0.337
101 H -0.88584 4.41055 -0.01961  0.292
102 H -4.59978 4.61754 -0.75017  0.432
103 H -5.40679 2.03714 -1.28272  0.469
104 H -3.36087 0.12399 -1.71733  0.308

Forces on the atoms, in the same order (eV/Å):
Ti -0.310 0.742 0.316
C -0.039 0.044 -0.026
C -0.055 -0.007 -0.001
N 0.110 -0.047 -0.220
O -0.102 -0.062 0.058
C 0.074 -0.130 0.069
C -0.046 0.055 -0.001
N -0.033 0.040 -0.154
O 0.038 -0.022 0.020
H 0.016 -0.012 0.014
H 0.004 0.006 0.009
H 0.003 -0.004 0.002
H -0.079 0.018 0.060
H -0.002 -0.005 0.004
H 0.024 -0.003 -0.005
H 0.008 -0.007 -0.004
Cl 0.028 -0.009 -0.006
C -0.040 0.011 -0.010
C 0.036 -0.028 0.007
C -0.023 0.010 0.046
C 0.125 0.043 0.088
C -0.050 -0.230 -0.127
C -0.055 -0.012 -0.025
C 0.027 -0.015 -0.004
H 0.003 0.004 0.001
H -0.009 0.018 -0.016
H 0.045 -0.031 -0.100
H -0.013 0.060 0.008
H 0.000 -0.002 0.004
H -0.003 0.001 0.004
C 0.046 0.026 0.010
Si -0.005 0.014 -0.005
C -0.040 0.024 0.013
C 0.001 -0.030 -0.028
C -0.030 -0.104 0.039
Te 0.078 0.118 0.111
C -0.028 -0.131 -0.090
Si 0.016 0.002 0.032
C 0.036 0.005 -0.011
C -0.060 -0.003 -0.019
C -0.014 0.023 0.026
H 0.000 0.002 0.014
H -0.004 -0.008 -0.017
H -0.015 -0.001 -0.010
H 0.009 -0.009 0.007
H 0.012 0.009 -0.012
H -0.002 -0.012 -0.015
H -0.001 -0.014 0.008
H -0.010 0.010 0.000
H 0.009 0.011 0.003
H 0.019 -0.005 0.017
H 0.011 0.031 -0.025
H 0.040 0.025 -0.026
H 0.008 0.029 0.020
H 0.003 0.001 0.014
H -0.006 -0.009 -0.007
H -0.004 0.008 -0.001
H 0.012 0.007 0.000
H 0.023 0.018 -0.012
H -0.007 0.000 0.002
H -0.001 -0.014 -0.001
H 0.036 0.016 -0.018
H -0.013 -0.006 0.007
F -0.035 -0.080 -0.005
C 0.057 0.074 -0.037
F -0.027 -0.059 0.025
F -0.053 -0.047 0.001
C 0.014 0.057 -0.004
O -0.047 -0.382 0.235
C 0.015 -0.066 -0.102
F -0.192 0.025 0.062
F 0.120 -0.036 0.091
F 0.089 0.119 -0.042
C -0.054 0.007 0.025
F 0.009 0.050 0.014
F 0.041 -0.033 0.057
F 0.015 -0.016 -0.071
Br 0.002 0.008 0.009
C -0.005 -0.020 0.001
C -0.001 -0.025 -0.009
C 0.007 0.008 -0.002
C -0.019 0.004 -0.006
C 0.041 0.052 0.028
C -0.030 0.005 0.004
C -0.066 -0.146 0.102
O 0.021 -0.097 -0.132
O 0.279 0.053 -0.268
H -0.001 0.001 -0.002
H 0.005 0.000 -0.002
H 0.013 0.015 0.003
H -0.001 -0.005 -0.001
C 0.023 0.030 0.001
N 0.004 -0.060 -0.033
C -0.012 0.022 0.005
C -0.008 0.008 0.010
N 0.020 0.032 0.019
C -0.076 0.007 -0.018
S 0.058 -0.026 -0.128
H 0.006 -0.006 -0.005
H -0.007 -0.002 0.005
H -0.006 0.010 0.001
H -0.002 0.003 -0.004
H -0.004 0.003 -0.001
H 0.002 0.050 0.136

The calculation puts the frontier orbital gap (alpha / beta) at 0.1289 / 0.2078 Ha. As for the expectation value of S²: 2.028. The energy relative to the best compared isomer or geometry (same formula, charge and spin) is 53.5 kJ/mol. The spin multiplicity is 3. The HOMO energy (alpha / beta) comes out at -0.1548 / -2.2995 eV. The total charge is -2.

***

This record from the OMol25 dataset describes C34H45ClO6P2RbSi as an isolated structure in a non-equilibrium geometry. The level of theory is ωB97M-V/def2-TZVPD.

Each line ends with the Mulliken charge.
Positions of all 90 atoms, in Å:
1 Rb 0.01311 0.63755 1.59491  0.280
2 O 0.07471 5.08358 1.19765  -0.728
3 Cl -0.98660 4.06595 1.33221  1.764
4 O -2.23471 4.76315 1.54096  -0.653
5 O -0.72988 3.16902 2.43224  -0.706
6 O -1.03725 3.27078 0.14421  -0.686
7 C 1.98878 2.21356 3.70903  -0.737
8 O 1.57021 0.85103 3.83155  -0.297
9 C 1.03922 0.55083 5.11903  -0.439
10 C 0.32770 -0.80052 5.10349  -0.614
11 O -0.95251 -0.68146 4.43391  0.037
12 C -2.04819 -0.43165 5.32138  -0.777
13 H 2.42400 2.55702 4.65106  0.410
14 H 1.16620 2.87065 3.43736  0.352
15 H 2.75178 2.26055 2.90563  0.172
16 H 0.37930 1.38270 5.38836  0.377
17 H 1.90650 0.50759 5.81707  0.294
18 H 0.19140 -1.19877 6.12155  0.376
19 H 0.96237 -1.48051 4.50544  0.207
20 H -1.86198 -0.90864 6.26543  0.349
21 H -2.96692 -0.78238 4.86970  0.213
22 H -2.14614 0.66369 5.43733  0.243
23 C 0.63756 -0.51796 -3.12772  -0.986
24 C 1.10636 0.76656 -2.42899  -0.894
25 P 2.59148 0.64054 -1.31152  0.395
26 C 3.83836 0.22749 -2.53456  0.316
27 C 4.08777 1.16808 -3.52034  -0.099
28 C 5.01908 0.92882 -4.49996  -0.857
29 C 5.82016 -0.20744 -4.40147  -0.447
30 C 5.64270 -1.13061 -3.36014  -0.566
31 C 4.63301 -0.92556 -2.44819  -0.404
32 C 3.03640 2.34782 -0.97473  0.577
33 C 2.05555 3.30957 -0.77527  -0.134
34 C 2.38701 4.63098 -0.49387  -0.726
35 C 3.71456 4.94500 -0.18127  -0.550
36 C 4.68574 3.95384 -0.22293  -0.683
37 C 4.38965 2.69560 -0.73277  -0.599
38 C 0.35383 -1.71337 -2.22525  -1.300
39 P -1.22177 -1.67558 -1.21189  0.880
40 C -0.86159 -2.83373 0.09741  -0.078
41 C -0.01980 -3.94257 -0.11948  0.169
42 C 0.34497 -4.75917 0.96289  -0.684
43 C -0.23433 -4.53484 2.21531  -0.600
44 C -1.17313 -3.51673 2.38935  -0.587
45 C -1.48682 -2.65283 1.35286  -0.313
46 C -2.27538 -2.71516 -2.32322  0.535
47 C -2.92814 -3.87082 -1.89102  -0.341
48 C -4.06203 -4.34182 -2.56006  -0.712
49 C -4.42399 -3.78550 -3.77946  -0.423
50 C -3.67012 -2.70548 -4.30316  -0.750
51 C -2.62318 -2.20076 -3.56930  -0.297
52 H 1.37201 -0.81189 -3.89965  0.412
53 H -0.29137 -0.30858 -3.67866  0.243
54 H 0.27337 1.19658 -1.83132  0.551
55 H 1.38884 1.51684 -3.18684  0.586
56 H 3.46333 2.08844 -3.55216  0.124
57 H 5.19684 1.61321 -5.30162  0.433
58 H 6.53744 -0.38647 -5.14309  0.439
59 H 6.28572 -1.99475 -3.26456  0.400
60 H 4.48173 -1.62028 -1.64650  0.416
61 H 1.00666 3.01060 -0.79632  0.245
62 H 1.63971 5.41374 -0.54133  0.443
63 H 4.02341 5.91977 0.12445  0.409
64 H 5.68302 4.17507 0.10865  0.423
65 H 5.13387 1.92707 -0.98657  0.339
66 H 1.21566 -1.83186 -1.55527  0.711
67 H 0.31180 -2.61135 -2.83738  0.633
68 H 0.29694 -4.22957 -1.15307  0.274
69 H 1.06150 -5.56292 0.81393  0.399
70 H 0.08179 -5.09362 3.09867  0.345
71 H -1.57932 -3.35680 3.34039  0.531
72 H -2.23529 -1.85508 1.54299  0.360
73 H -2.60397 -4.40857 -0.98898  0.256
74 H -4.60099 -5.19203 -2.14958  0.382
75 H -5.29857 -4.16479 -4.32269  0.338
76 H -3.95736 -2.29125 -5.26186  0.395
77 H -2.00208 -1.35458 -3.95169  0.036
78 C -3.60863 1.70767 -0.95510  0.227
79 Si -4.89395 1.44673 0.46121  -0.877
80 C -5.36740 -0.36291 0.66694  -0.516
81 C -4.02530 2.00863 2.07652  0.007
82 H -4.16836 1.69368 -1.89941  0.316
83 H -2.87665 0.87955 -0.93967  -0.207
84 H -3.05909 2.63895 -0.78028  -0.058
85 H -6.30387 -0.59806 0.10996  0.353
86 H -5.61435 -0.61925 1.68675  0.151
87 H -4.60528 -1.09703 0.31285  -0.005
88 H -4.33276 3.02136 2.31704  0.324
89 H -2.94040 2.00246 1.88408  -0.238
90 H -4.28370 1.34327 2.89844  0.120

Forces on the atoms, in the same order (eV/Å):
Rb -0.562 -0.040 -0.421
O -0.661 -1.424 0.498
Cl -0.704 3.211 -0.100
O 0.784 -0.711 -0.078
O 0.551 -0.180 0.843
O 0.262 -0.708 -0.853
C 0.578 -0.056 -0.245
O -0.031 -0.279 0.028
C 0.698 0.168 0.188
C -0.521 0.756 -0.880
O 0.718 -0.754 0.334
C 0.538 1.288 -0.778
H 0.159 0.006 -0.060
H -0.179 0.002 0.060
H -0.351 -0.077 0.473
H -0.152 -0.263 0.343
H -0.534 0.069 -0.053
H 0.118 0.132 -0.272
H -0.412 0.071 0.267
H -0.110 -0.266 0.592
H -0.049 -0.229 -0.161
H -0.090 -0.411 0.265
C -0.217 0.131 -0.342
C -0.283 0.696 0.094
P -0.897 -1.174 0.613
C 0.765 -0.264 0.069
C -1.078 0.698 -0.462
C 0.809 -0.683 0.281
C -1.019 -0.201 1.015
C 0.208 0.450 -0.762
C -0.438 0.805 -0.003
C 0.712 0.905 0.391
C -0.481 -0.117 0.005
C 0.791 0.411 -0.059
C -0.615 -0.798 -0.138
C 0.031 -0.547 -0.491
C -0.737 -0.600 -0.188
C 0.612 -0.294 0.347
P -0.083 0.512 -1.217
C -0.008 -0.981 0.601
C -0.007 -0.387 0.216
C -0.407 0.280 -0.220
C 0.264 0.298 0.010
C 0.939 -0.373 -1.025
C 0.140 0.141 -0.402
C -0.202 -0.287 0.505
C -0.339 0.003 0.604
C 0.602 -0.237 -0.478
C 0.025 0.600 -0.194
C -0.779 -1.155 0.174
C 0.907 1.221 -0.356
H -0.128 0.070 0.370
H 0.341 0.321 0.025
H 0.364 -0.190 -0.320
H -0.400 -0.166 0.159
H 0.629 -0.702 0.010
H -0.047 0.389 -0.332
H 1.058 -0.240 -0.892
H 0.035 -0.035 -0.128
H -0.160 -0.261 0.333
H 0.165 0.399 -0.314
H -0.042 -0.261 0.341
H -0.128 0.608 0.112
H 0.394 0.111 -0.110
H -0.018 0.563 0.523
H -0.215 -0.109 0.114
H 0.076 -0.117 -0.102
H -0.064 0.575 1.066
H -0.158 0.052 0.059
H -0.128 -0.085 -0.383
H -0.666 0.188 1.232
H 0.622 -0.426 -0.414
H -0.241 0.526 -0.255
H 0.038 0.133 -0.112
H 0.403 0.216 0.229
H 0.160 0.076 0.042
H -0.943 -0.615 0.226
C 0.066 -0.864 0.502
Si -1.805 2.009 -0.287
C -0.014 -1.396 -0.999
C 0.573 -0.483 -0.599
H 0.391 0.149 0.152
H 0.104 0.094 -0.285
H -0.343 -0.105 -0.292
H 0.733 0.239 0.180
H 0.047 0.058 0.653
H -0.098 -0.002 0.107
H 0.144 0.019 0.073
H -0.026 0.037 0.483
H 0.025 -0.129 0.257

The calculation puts the frontier orbital gap (alpha / beta) at 0.0784 / 0.0784 Ha. The energy relative to the best compared isomer or geometry (same formula, charge and spin) is 0.0 kJ/mol. The spin multiplicity is 1. The HOMO energy (alpha / beta) comes out at -0.6356 / -0.6351 eV. The total charge is -1.